## one
Below is a 7-piece molecular cluster, C26H69N3O14 overall, with properties calculated with the ωB97M-V functional and the def2-TZVPD basis.

```
112
C26H69N3O14 (the ωB97M-V functional and the def2-TZVPD basis)
C 3.088 2.256 3.527
O 3.376 3.345 2.576
C 2.447 3.301 1.488
C 2.631 4.576 0.621
N 1.852 4.542 -0.619
C 0.499 5.064 -0.296
C -0.323 5.232 -1.585
O -1.705 5.119 -1.274
C -2.443 4.975 -2.442
H 3.722 2.217 4.451
H 3.158 1.302 3.000
H 2.069 2.315 3.906
H 1.395 3.221 1.815
H 2.502 2.334 0.948
H 3.647 4.582 0.302
H 2.343 5.441 1.184
H 1.824 3.596 -0.975
H 0.508 5.913 0.309
H 0.021 4.243 0.182
H -0.041 4.471 -2.328
H -0.078 6.170 -2.009
H -3.479 4.900 -2.218
H -2.225 4.069 -3.054
H -2.371 5.831 -3.093
C 3.333 -5.075 0.356
O 2.428 -5.613 -0.565
C 1.274 -4.901 -0.924
C 0.355 -5.809 -1.745
N -0.604 -4.894 -2.269
C -1.201 -5.570 -3.417
C -1.866 -4.679 -4.428
O -1.942 -5.238 -5.697
C -3.000 -6.129 -5.924
H 4.105 -5.802 0.681
H 2.775 -4.573 1.140
H 3.924 -4.291 -0.072
H 1.554 -4.054 -1.543
H 0.837 -4.469 -0.011
H -0.114 -6.545 -1.050
H 1.054 -6.224 -2.478
H -0.001 -4.225 -2.792
H -1.953 -6.273 -3.074
H -0.504 -6.191 -3.932
H -1.203 -3.845 -4.416
H -2.805 -4.315 -4.054
H -3.969 -5.601 -6.020
H -2.942 -6.853 -5.082
H -2.812 -6.593 -6.871
C -3.517 1.343 0.500
O -2.863 1.525 1.777
C -2.312 2.844 1.687
C -1.592 3.150 2.999
N -0.954 4.412 2.799
C -0.363 4.888 3.992
C 0.705 5.918 3.612
O 0.921 6.651 4.800
C 1.836 7.708 4.901
H -2.879 1.372 -0.395
H -4.350 2.011 0.339
H -3.974 0.415 0.508
H -3.182 3.469 1.624
H -1.695 3.012 0.816
H -0.829 2.415 3.074
H -2.335 3.229 3.788
H -1.568 5.044 2.354
H 0.097 4.063 4.583
H -1.103 5.378 4.695
H 0.360 6.559 2.774
H 1.613 5.421 3.330
H 1.715 8.318 4.032
H 2.802 7.334 4.860
H 1.788 8.262 5.810
O 3.053 -2.040 -1.893
C 3.341 -1.694 -0.512
C 3.035 -0.208 -0.349
O 3.430 0.094 0.976
H 3.684 -1.554 -2.438
H 2.671 -2.376 0.029
H 4.357 -1.891 -0.352
H 1.959 0.068 -0.302
H 3.505 0.320 -1.134
H 4.359 0.419 0.952
O -2.430 -5.815 -0.153
C -2.545 -4.694 0.712
C -3.023 -3.470 -0.090
O -3.364 -2.397 0.724
H -2.079 -5.534 -0.927
H -3.226 -4.970 1.523
H -1.563 -4.406 1.114
H -3.920 -3.688 -0.681
H -2.315 -3.234 -0.861
H -2.584 -1.818 0.790
O -1.264 -0.527 -3.844
C -1.458 -1.454 -2.837
C -0.167 -1.744 -2.126
O 0.626 -2.397 -3.126
H -1.824 -0.798 -4.568
H -2.140 -1.037 -2.114
H -1.915 -2.350 -3.212
H -0.368 -2.404 -1.285
H 0.374 -0.988 -1.684
H 1.395 -2.774 -2.735
O -1.401 -0.768 1.575
C -0.154 -0.633 2.234
C 0.747 -1.862 2.021
O 2.018 -1.531 2.582
H -1.914 0.031 1.802
H 0.296 0.309 1.891
H -0.398 -0.608 3.319
H 0.910 -2.042 0.975
H 0.319 -2.691 2.461
H 2.462 -0.825 2.054
```

The spin multiplicity is 1. For the HOMO energy, the calculation gives -8.9 eV. As for the orbital gap: 8.92 eV. As for the LUMO energy: 0.0479 eV. The value obtained for the molar mass is 647.84 g/mol.

---

## two
Below is a 7-piece molecular cluster, C26H69N3O14 overall, with properties calculated with the ωB97M-V functional and the def2-TZVPD basis.

```
112
C26H69N3O14 (the ωB97M-V functional and the def2-TZVPD basis)
C -0.210 7.690 4.999
O 0.328 6.876 3.926
C 1.090 7.670 3.010
C 1.199 6.769 1.797
N 2.221 5.724 1.985
C 2.370 4.944 0.768
C 3.236 3.613 0.873
O 2.548 2.795 1.797
C 3.418 1.779 2.374
H 0.413 8.346 5.608
H -0.833 7.088 5.659
H -0.945 8.417 4.651
H 2.042 7.834 3.516
H 0.576 8.612 2.819
H 1.536 7.444 1.010
H 0.212 6.364 1.573
H 1.879 5.069 2.674
H 2.758 5.623 0.009
H 1.392 4.669 0.374
H 4.253 3.827 1.202
H 3.369 3.012 -0.026
H 4.355 2.150 2.789
H 3.679 0.918 1.759
H 2.962 1.320 3.251
C 0.093 -1.085 3.501
O 0.734 -1.961 4.411
C -0.083 -2.795 5.205
C 0.626 -4.141 5.269
N 0.805 -4.891 4.026
C 1.431 -6.145 4.264
C 1.966 -6.816 3.052
O 2.846 -7.923 3.347
C 3.092 -8.674 2.199
H 0.833 -0.504 2.951
H -0.688 -0.420 3.869
H -0.374 -1.699 2.730
H -0.992 -2.967 4.629
H -0.207 -2.424 6.222
H 0.136 -4.635 6.108
H 1.604 -3.925 5.699
H 1.458 -4.312 3.517
H 0.799 -6.863 4.787
H 2.258 -5.953 4.948
H 2.480 -6.131 2.377
H 1.106 -7.144 2.468
H 3.847 -9.446 2.348
H 3.461 -8.097 1.351
H 2.164 -9.146 1.876
C 0.355 -1.675 -3.868
O 0.957 -2.813 -4.536
C 0.183 -3.391 -5.631
C -1.187 -4.057 -5.155
N -1.110 -5.481 -4.561
C -0.204 -6.465 -5.232
C -0.415 -6.674 -6.738
O -1.666 -7.288 -6.967
C -2.089 -7.351 -8.282
H -0.599 -1.899 -3.392
H 0.150 -0.761 -4.425
H 1.032 -1.387 -3.063
H 0.784 -4.157 -6.122
H -0.019 -2.649 -6.403
H -1.735 -4.217 -6.084
H -1.812 -3.400 -4.550
H -2.025 -5.904 -4.616
H -0.456 -7.378 -4.693
H 0.855 -6.255 -5.078
H 0.290 -7.306 -7.276
H -0.442 -5.672 -7.168
H -2.270 -6.384 -8.751
H -3.048 -7.868 -8.306
H -1.375 -8.016 -8.769
O -2.259 2.480 2.034
C -1.813 3.620 2.738
C -1.545 3.235 4.233
O -2.719 3.128 5.027
H -1.476 2.019 1.723
H -0.987 4.065 2.183
H -2.595 4.379 2.733
H -0.960 4.031 4.694
H -1.020 2.282 4.296
H -3.309 2.464 4.664
O 0.275 2.006 -3.954
C 0.022 3.423 -4.003
C 0.379 4.107 -2.711
O -0.489 4.013 -1.554
H -0.112 1.569 -3.192
H 0.562 3.844 -4.851
H -1.028 3.535 -4.275
H 0.524 5.182 -2.815
H 1.401 3.831 -2.452
H -1.400 4.152 -1.824
O 0.281 1.502 1.066
C 0.629 0.738 -0.105
C -0.593 0.156 -0.782
O -1.087 1.089 -1.685
H 1.078 1.884 1.441
H 1.245 1.310 -0.798
H 1.189 -0.090 0.328
H -1.412 -0.066 -0.097
H -0.260 -0.731 -1.320
H -0.802 1.970 -1.433
O -4.494 2.136 0.382
C -4.169 2.600 -0.924
C -3.687 4.013 -0.913
O -3.284 4.444 -2.190
H -3.715 2.164 0.943
H -3.447 1.887 -1.322
H -5.026 2.511 -1.592
H -2.794 3.950 -0.291
H -4.441 4.704 -0.535
H -4.065 4.458 -2.747
```

The spin multiplicity is 1. For the HOMO energy, the calculation gives -8.7 eV. As for the orbital gap: 9.23 eV. As for the LUMO energy: 0.5593 eV. The value obtained for the molar mass is 647.85 g/mol.

---

Which one is most stable, and which one is least stable? two is the most stable of them, while one is the least stable.